w.
ORCA calculation (the ωB97M-V functional and the def2-TZVPD basis) on 3 unconnected molecules or ions with the total composition C2H10NO2.

Structure (XYZ):
```
15
Properties=species:S:1:pos:R:3:lowdin_charge:R:1
C 0.03 -0.26 -0.34 -0.09
C -0.80 -1.26 -0.55 0.07
N 0.04 0.61 -1.59 0.16
H 0.44 0.41 0.39 0.11
H -1.14 -1.93 0.21 0.07
H -1.34 -1.40 -1.52 0.11
H 1.04 0.89 -1.79 0.16
H -0.28 0.07 -2.38 0.15
H -0.40 1.51 -1.38 0.18
H -2.89 -0.64 2.48 0.03
H -1.83 -1.57 3.01 0.04
O -2.13 -0.64 3.08 -0.07
H 3.43 0.80 0.47 0.06
H 3.00 2.18 0.06 0.06
O 2.83 1.24 -0.15 -0.06
```

For the LUMO energy, the calculation gives -3.49 eV. The calculation puts the HOMO energy at -14.46 eV. The total charge is +1. The value obtained for the HOMO-LUMO gap is 10.97 eV.

x.
ORCA calculation (the ωB97M-V functional and the def2-TZVPD basis) on 3 unconnected molecules or ions with the total composition C2H10NO2.

Structure (XYZ):
```
15
Properties=species:S:1:pos:R:3:lowdin_charge:R:1
C -1.10 0.85 -0.03 -0.15
C -0.33 1.85 -0.54 0.05
N -0.68 -0.37 0.73 0.11
H -2.18 0.90 -0.25 0.12
H -0.77 2.95 -0.92 0.15
H 0.70 1.85 -0.63 -0.02
H -1.38 -0.66 1.43 0.16
H -0.73 -1.40 0.15 0.12
H 0.21 -0.47 1.25 0.16
H -0.34 -2.52 -1.24 0.15
H -0.34 -3.47 0.08 0.08
O -0.81 -2.78 -0.37 0.00
H 2.85 1.86 0.58 0.10
H 3.03 0.42 0.03 0.09
O 2.34 1.14 0.10 -0.12
```

For the LUMO energy, the calculation gives -3.56 eV. The calculation puts the HOMO energy at -14.03 eV. The total charge is +1. The value obtained for the HOMO-LUMO gap is 10.47 eV.

y.
ORCA calculation (the ωB97M-V functional and the def2-TZVPD basis) on 3 unconnected molecules or ions with the total composition C2H10NO2.

Structure (XYZ):
```
15
Properties=species:S:1:pos:R:3:lowdin_charge:R:1
C -0.55 1.96 -0.20 0.04
C -0.25 0.17 -1.80 0.16
N -0.27 0.51 -0.58 0.00
H -0.36 2.47 -1.14 0.09
H 0.13 2.33 0.56 0.10
H -1.59 1.96 0.10 0.10
H -0.34 0.91 -2.58 0.13
H -0.35 -0.90 -2.00 0.13
H 0.27 0.01 0.15 0.10
H -0.59 -2.84 1.86 0.05
H -1.57 -1.66 1.97 0.05
O -0.73 -1.93 1.58 -0.05
H 1.58 -1.62 0.64 0.05
H 2.74 -0.65 0.91 0.07
O 1.88 -0.71 0.52 -0.02
```

For the LUMO energy, the calculation gives -4.82 eV. The calculation puts the HOMO energy at -15.48 eV. The total charge is +1. The value obtained for the HOMO-LUMO gap is 10.67 eV.

The structure with the most favorable energy is y; the runner-up is 60.4 kJ/mol above it.

w.
ORCA calculation (the ωB97M-V functional and the def2-TZVPD basis) on C2H2P2S in the gas phase.

Structure (XYZ):
```
7
Properties=species:S:1:pos:R:3:lowdin_charge:R:1
S 1.02 -1.73 -0.21 0.57
C 1.02 -0.38 0.75 -0.88
P -0.03 1.16 0.37 0.41
P -1.94 0.64 0.49 0.62
C -0.98 0.53 -0.98 -0.65
H 1.79 -0.41 1.51 -0.03
H -0.87 0.18 -1.93 -0.04
```

For the LUMO energy, the calculation gives -1.02 eV. The calculation puts the HOMO energy at -8.41 eV. The structure (SMILES) is S=CP1#P=C1. The value obtained for the HOMO-LUMO gap is 7.39 eV.

x.
ORCA calculation (the ωB97M-V functional and the def2-TZVPD basis) on C2H2P2S in the gas phase.

Structure (XYZ):
```
7
Properties=species:S:1:pos:R:3:lowdin_charge:R:1
C -0.22 0.62 -0.28 -0.92
C 0.52 -1.55 0.76 -0.90
P 1.18 1.34 0.43 0.56
P -0.69 -1.01 -0.25 0.73
S 1.66 -0.47 1.41 0.43
H -0.62 1.49 -0.90 0.00
H -1.84 -0.41 -1.17 0.10
```

For the LUMO energy, the calculation gives -1.97 eV. The calculation puts the HOMO energy at -8.32 eV. The value obtained for the HOMO-LUMO gap is 6.35 eV.

The structure with the most favorable energy is w; the runner-up is 208.1 kJ/mol above it.

w.
ORCA calculation (the ωB97M-V functional and the def2-TZVPD basis) on a gas-phase ion, C5H9N2O (charge +1).

Structure (XYZ):
```
17
Properties=species:S:1:pos:R:3:lowdin_spin:R:1
C -2.80 -0.57 0.47 0.31
C -2.80 0.66 -0.06 0.43
C -0.89 -0.04 -0.36 0.56
C 1.11 1.14 0.59 0.02
C 0.70 0.20 -0.53 0.04
N -1.52 -1.05 0.17 0.27
N 1.30 -1.07 -0.57 0.01
O -1.63 0.95 -0.56 0.30
H -3.47 -1.29 0.86 0.01
H -3.66 1.28 -0.22 0.02
H 0.46 0.95 1.38 0.00
H 2.22 1.18 0.86 0.01
H 0.82 2.20 0.40 0.00
H 0.99 0.62 -1.52 0.01
H 1.88 -1.24 -1.34 0.00
H -1.18 -2.02 0.43 0.00
H 1.96 -1.29 0.21 0.00
```

Its expectation value of S² is 2.006. Its spin multiplicity is 3. For the LUMO energy (alpha / beta), the calculation gives -3.82 / -8.27 eV. The calculation puts the HOMO energy (alpha / beta) at -10.01 / -13.47 eV. The total charge is +1. The value obtained for the HOMO-LUMO gap (alpha / beta) is 6.19 / 5.20 eV.

x.
ORCA calculation (the ωB97M-V functional and the def2-TZVPD basis) on a molecular structure, C5H9N2O.

Structure (XYZ):
```
17
Properties=species:S:1:pos:R:3:lowdin_spin:R:1
C 1.38 1.35 -1.26 0.51
C -0.93 -0.77 2.41 0.06
C 0.16 -0.40 1.59 0.02
C -1.23 0.21 0.40 0.56
C -0.12 -0.24 -2.10 0.40
N 1.04 0.07 -1.52 0.07
N -1.02 -1.02 1.03 0.09
O -0.11 0.82 0.83 0.18
H 2.28 1.44 -0.62 0.02
H 0.93 2.21 -1.90 0.01
H -0.84 -1.66 3.13 0.00
H -1.55 -0.05 2.89 0.00
H 1.13 -1.00 1.48 0.01
H -1.72 0.60 -0.47 0.04
H -0.63 0.43 -2.79 0.01
H -0.36 -1.33 -2.16 0.01
H 1.57 -0.67 -0.92 0.00
```

Its expectation value of S² is 2.028. Its spin multiplicity is 3. For the LUMO energy (alpha / beta), the calculation gives -4.80 / -5.96 eV. The calculation puts the HOMO energy (alpha / beta) at -10.70 / -14.25 eV. The total charge is +1. The value obtained for the HOMO-LUMO gap (alpha / beta) is 5.90 / 8.29 eV.

The structure with the most favorable energy is w; the runner-up is 162.6 kJ/mol above it.

w.
ORCA calculation (the ωB97M-V functional and the def2-TZVPD basis) on 2 unconnected molecules or ions with the total composition C8H10N2O.

Structure (XYZ):
```
21
Properties=species:S:1:pos:R:3:lowdin_charge:R:1
C -1.45 -1.67 2.36 0.11
C -1.34 -0.52 1.90 -0.12
C -1.21 0.81 1.38 -0.36
C -1.78 1.98 2.09 -0.14
N -2.41 1.48 0.89 0.04
H -1.54 -2.64 2.73 0.01
H -0.31 0.99 0.84 0.11
H -1.22 2.91 2.05 0.10
H -2.34 1.80 3.01 0.11
H -2.19 2.05 0.10 0.09
N -0.14 -1.72 0.07 0.17
C 0.82 -1.12 -0.16 -0.20
C 2.07 -0.40 -0.48 -0.17
C 2.49 -0.61 -1.93 -0.16
C 1.59 0.12 -2.91 -0.25
O 0.73 0.89 -2.57 0.06
H 1.90 0.66 -0.29 0.11
H 2.84 -0.75 0.21 0.12
H 3.51 -0.24 -2.08 0.12
H 2.51 -1.67 -2.20 0.12
H 1.80 -0.08 -3.98 0.13
```

For the LUMO energy, the calculation gives 0.60 eV. The calculation puts the HOMO energy at -8.70 eV. The structure (SMILES) is C#C[C@@H]1CN1.N#CCCC=O. The value obtained for the HOMO-LUMO gap is 9.30 eV.

x.
ORCA calculation (the ωB97M-V functional and the def2-TZVPD basis) on C8H10N2O in the gas phase.

Structure (XYZ):
```
21
Properties=species:S:1:pos:R:3:lowdin_charge:R:1
C 3.47 0.85 -1.01 -0.21
C 2.20 0.34 -0.72 -0.06
C -1.18 -0.50 0.13 0.05
C -0.38 -1.45 -0.05 -0.36
C -0.70 -2.83 -0.51 -0.06
C -0.67 1.59 -0.73 -0.07
C -0.73 1.15 1.83 -0.03
C -1.37 0.82 0.45 -0.41
N 4.41 1.46 -1.32 0.15
N 1.03 -1.42 0.39 0.12
O 1.94 -0.73 -0.14 -0.02
H -1.03 -2.88 -1.60 0.09
H 0.20 -3.44 -0.57 0.07
H -1.67 -3.02 0.09 0.11
H -0.80 1.14 -1.72 0.09
H 0.44 1.47 -0.41 0.06
H -0.86 2.60 -0.90 0.05
H -0.42 2.22 1.67 0.11
H 0.09 0.50 2.08 0.07
H -1.45 0.98 2.59 0.06
H -2.50 1.15 0.47 0.18
```

For the LUMO energy (alpha / beta), the calculation gives -0.83 / -1.84 eV. The calculation puts the HOMO energy (alpha / beta) at -8.88 / -8.46 eV. The value obtained for the HOMO-LUMO gap (alpha / beta) is 8.05 / 6.61 eV.

The structure with the most favorable energy is w; the runner-up is 669.8 kJ/mol above it.